Run a
18
Properties=species:S:1:pos:R:3:nbo_charge:R:1 method="wB97M-V/def2-TZVPD" s_squared=0.77 total_charge=+1 spin_multiplicity=2 orbital_gap_ha="0.425 / 0.230"
C 0.38 2.11 1.39 0.47
N 0.31 0.96 0.55 -0.19
C -0.52 0.91 -0.62 -0.28
C -1.54 -0.24 -0.57 -0.39
C -0.95 -1.60 -0.20 -0.65
O 0.05 3.18 0.99 -0.34
H 0.80 1.92 2.38 0.19
H 0.46 0.10 1.08 0.44
H -1.07 1.85 -0.68 0.27
H 0.16 0.81 -1.49 0.29
H -2.29 0.02 0.17 0.23
H -2.04 -0.25 -1.53 0.25
H -1.66 -2.39 -0.46 0.26
H -0.84 -1.69 0.87 0.21
H -0.07 -1.82 -0.81 0.24
H 2.64 -0.75 -0.84 0.46
H 3.55 -1.66 -0.02 0.49
O 2.62 -1.47 -0.20 -0.95

Run b
18
Properties=species:S:1:pos:R:3:nbo_charge:R:1 method="wB97M-V/def2-TZVPD" s_squared=0.75 total_charge=+1 spin_multiplicity=2 orbital_gap_ha="0.203 / 0.181"
C 1.21 0.25 -1.03 -0.34
C 1.40 0.01 0.61 0.18
C 0.06 0.20 1.28 -0.70
O 2.27 1.01 1.02 -0.60
N 2.43 0.12 -1.51 -0.15
C -3.00 -0.68 -0.11 -0.33
O -2.14 0.21 -0.63 -0.33
H 0.44 -0.44 -1.40 0.26
H 0.83 1.28 -0.97 0.42
H 1.87 -0.96 0.78 0.23
H 0.08 0.93 2.08 0.27
H -0.68 0.45 0.50 0.27
H -0.23 -0.69 1.85 0.24
H 2.98 1.04 0.35 0.49
H 2.50 0.00 -2.54 0.40
H -2.99 -0.94 0.95 0.19
H -4.02 -0.31 -0.34 0.26
H -3.02 -1.47 -0.88 0.24

Run c
18
Properties=species:S:1:pos:R:3:nbo_charge:R:1 method="wB97M-V/def2-TZVPD" s_squared=0.75 total_charge=+1 spin_multiplicity=2 orbital_gap_ha="0.440 / 0.226"
C -0.07 1.68 -0.74 -0.08
O -0.91 2.77 -0.38 -0.67
C -0.18 0.51 0.24 -0.14
C 0.70 -0.75 -0.08 0.11
C 1.02 -1.64 1.07 -0.66
O 0.27 -1.55 -1.13 -0.67
N -1.52 0.01 0.36 -0.37
H -0.32 1.35 -1.75 0.18
H 0.95 2.07 -0.68 0.23
H 0.26 0.84 1.19 0.30
H 1.61 -0.32 -0.51 0.24
H 0.19 -2.29 1.36 0.23
H 1.82 -2.33 0.83 0.27
H 1.31 -1.09 1.97 0.24
H 0.02 -1.07 -1.93 0.49
H -2.11 0.34 -0.42 0.40
H -1.51 -1.02 0.29 0.42
H -1.53 2.49 0.31 0.47

Stability ranking, top and bottom: run a is the most stable and run b is the least stable.

Run a
16
Properties=species:S:1:pos:R:3:nbo_charge:R:1 method="wB97M-V/def2-TZVPD" orbital_gap_ha=0.346
C 1.52 -0.89 0.19 -0.56
C -1.24 1.46 0.11 -0.67
C -1.51 -1.06 -0.17 -0.65
C 2.45 0.31 0.10 0.79
C 0.62 0.06 -0.73 0.18
C -0.60 0.13 -0.16 0.10
O 1.60 1.10 -0.59 -0.49
O 3.57 0.54 0.45 -0.54
H 1.28 -1.22 1.20 0.24
H 1.84 -1.74 -0.40 0.24
H -1.99 1.66 -0.66 0.23
H -0.50 2.26 0.10 0.24
H -1.77 1.44 1.07 0.22
H -2.23 -0.97 -0.98 0.23
H -2.09 -1.10 0.76 0.22
H -0.96 -1.98 -0.30 0.22

Run b
16
Properties=species:S:1:pos:R:3:nbo_charge:R:1 method="wB97M-V/def2-TZVPD" orbital_gap_ha=0.333
C 1.64 -0.91 1.31 -0.45
C 1.27 -0.02 0.40 -0.05
C 1.32 0.82 -0.62 0.03
O 0.44 1.08 -1.71 -0.49
C -0.77 0.45 -1.52 -0.07
C -1.24 0.89 -0.15 -0.38
C -1.10 -0.06 0.81 0.19
O -1.14 -1.40 0.70 -0.67
H 1.10 -0.96 2.28 0.21
H 2.10 -1.89 1.01 0.22
H 2.16 1.54 -0.47 0.22
H -1.40 0.79 -2.42 0.21
H -0.69 -0.71 -1.51 0.13
H -1.38 1.82 0.31 0.23
H -1.22 0.17 1.87 0.19
H -1.08 -1.60 -0.31 0.47

Run c
16
Properties=species:S:1:pos:R:3:nbo_charge:R:1 method="wB97M-V/def2-TZVPD" smiles=C#CCO.C#COC orbital_gap_ha=0.374
C 1.44 1.86 1.39 -0.33
C 0.25 1.70 1.26 -0.18
C -1.48 1.25 0.71 -0.05
O -1.76 1.56 -0.56 -0.70
H 2.47 1.99 1.56 0.23
H -1.55 0.18 0.94 0.20
H -1.31 2.15 1.45 0.29
H -1.43 0.87 -1.17 0.50
C -0.85 -0.77 -2.24 -0.47
C -0.45 -1.42 -1.30 0.36
O -0.08 -2.06 -0.25 -0.48
C 1.24 -1.77 0.25 -0.25
H -1.14 -0.43 -3.20 0.26
H 1.30 -0.72 0.57 0.22
H 1.38 -2.42 1.11 0.20
H 1.98 -1.98 -0.52 0.19

Stability ranking, top and bottom: run a is the most stable and run c is the least stable.

Run a
16
Properties=species:S:1:pos:R:3:nbo_charge:R:1 method="wB97M-V/def2-TZVPD" orbital_gap_ha=0.358
C -0.02 1.78 0.20 -0.45
C 0.06 0.33 0.15 0.00
C 1.17 -0.43 -0.44 -0.02
C 2.22 -0.69 0.57 -0.09
C -1.09 -0.65 0.06 -0.02
C -2.12 -0.13 -0.86 -0.09
H -0.99 1.93 0.99 0.24
H 0.82 2.35 -0.08 0.23
H 0.92 -1.15 -1.14 0.20
H 2.03 -0.22 1.60 0.19
H 2.91 -1.57 0.63 0.19
H -1.07 -1.94 -0.08 0.19
H -2.38 1.35 -0.89 0.26
H -2.72 -0.90 -1.15 0.18
O 2.40 0.28 -0.44 -0.48
O -2.14 -0.33 0.87 -0.53

Run b
16
Properties=species:S:1:pos:R:3:nbo_charge:R:1 method="wB97M-V/def2-TZVPD" smiles="C1=CO[C@@H]2C[C@@H]2CO1" orbital_gap_ha=0.339
C 0.29 -1.52 -1.23 0.09
C 1.46 -0.93 -0.63 0.00
O 1.44 0.53 -0.50 -0.56
C 0.65 1.13 0.57 0.06
C 0.00 0.26 1.63 -0.49
C -0.84 0.92 0.44 -0.28
C -1.35 0.11 -0.90 -0.10
O -0.96 -1.29 -0.93 -0.48
H 0.69 -2.66 -1.01 0.19
H 2.45 -1.48 -0.83 0.21
H 1.29 2.22 0.44 0.23
H -0.35 0.63 2.75 0.24
H 0.39 -0.86 1.88 0.26
H -1.75 1.66 0.89 0.24
H -1.03 0.97 -1.61 0.21
H -2.38 0.31 -0.94 0.20

Run c
16
Properties=species:S:1:pos:R:3:nbo_charge:R:1 method="wB97M-V/def2-TZVPD" orbital_gap_ha=0.310
C 0.19 0.97 0.89 0.10
C -0.40 0.75 -0.54 -0.30
C -1.37 -0.45 -0.44 -0.18
C -0.56 -1.31 0.24 -0.19
C 0.72 -0.55 0.65 -0.32
C 1.04 0.01 -0.82 0.11
H -0.31 1.44 2.72 0.45
H 0.85 1.76 1.22 0.20
H -0.90 1.58 -1.04 0.22
H -2.40 -0.65 -0.86 0.24
H -0.95 -2.16 0.86 0.22
H 1.43 -1.09 1.34 0.22
H 2.00 0.62 -0.93 0.18
H 2.32 -0.52 -2.49 0.43
O -0.96 1.21 1.87 -0.72
O 1.00 -0.90 -1.97 -0.65

Run d
16
Properties=species:S:1:pos:R:3:nbo_charge:R:1 method="wB97M-V/def2-TZVPD" orbital_gap_ha="0.259 / 0.259"
C 2.20 0.56 -1.06 -0.22
C 2.55 0.61 0.08 -0.26
C -1.03 1.32 0.92 -0.13
C -0.74 1.42 -0.62 -0.33
C -0.67 -0.68 0.07 0.75
C -0.80 -2.17 -0.07 -0.69
O -0.81 -0.09 1.21 -0.45
O -0.49 0.06 -0.94 -0.37
H 1.81 0.52 -2.05 0.24
H -0.58 1.97 1.57 0.18
H -2.09 1.61 1.10 0.16
H 0.07 1.96 -0.90 0.15
H 2.98 0.60 1.06 0.24
H -0.81 -2.46 0.91 0.23
H 0.06 -2.74 -0.59 0.25
H -1.64 -2.51 -0.69 0.25

Stability ranking, top and bottom: run d is the most stable and run a is the least stable.

Run a
16
Properties=species:S:1:pos:R:3:nbo_charge:R:1 method="wB97M-V/def2-TZVPD" smiles="C[C@@]12COC=C[C@H]1O2" orbital_gap_ha=0.346
C -1.11 1.19 0.26 -0.64
C -0.58 0.26 -0.79 0.14
C 0.87 0.45 -1.09 -0.10
O 1.61 0.36 0.33 -0.52
C 0.93 -0.44 1.18 0.15
C -0.17 -1.34 0.96 -0.37
C -0.52 -1.16 -0.47 0.02
O -1.47 -0.58 -1.49 -0.43
H -1.39 2.09 -0.32 0.22
H -1.92 0.87 0.94 0.24
H -0.38 1.62 0.87 0.23
H 1.43 -0.12 -1.84 0.22
H 1.23 1.50 -1.43 0.18
H 1.81 -0.65 1.92 0.21
H -0.39 -2.10 1.88 0.25
H 0.06 -1.97 -0.91 0.20

Run b
16
Properties=species:S:1:pos:R:3:nbo_charge:R:1 method="wB97M-V/def2-TZVPD" orbital_gap_ha="0.283 / 0.237"
C 2.45 0.78 0.04 -0.29
C 1.15 1.32 0.01 0.07
C -2.75 -1.66 -0.10 -0.39
C -1.52 -1.10 0.04 -0.29
C 2.93 -0.51 -0.01 -0.41
C -1.28 0.37 0.01 0.57
O 0.00 0.64 0.15 -0.45
O -2.33 1.25 -0.06 -0.67
H 3.20 1.62 -0.09 0.21
H 1.21 2.40 -0.05 0.17
H -3.03 -2.61 -0.09 0.19
H -3.58 -1.00 -0.27 0.19
H -0.57 -1.55 0.38 0.22
H 2.16 -1.37 0.01 0.19
H 3.96 -0.76 0.05 0.20
H -1.99 2.16 -0.04 0.49

Run c
16
Properties=species:S:1:pos:R:3:nbo_charge:R:1 method="wB97M-V/def2-TZVPD" orbital_gap_ha=0.340
C -1.99 0.24 0.25 -0.62
C -0.56 -0.03 -0.15 -0.29
C 0.49 -0.52 0.68 -0.06
C 1.71 -0.29 0.06 -0.14
C 1.58 0.92 -0.63 -0.31
C 0.09 1.22 -0.71 0.53
H -2.70 -0.63 0.28 0.23
H -2.52 0.90 -0.45 0.25
H -1.97 0.71 1.34 0.21
H -0.31 -0.84 -1.11 0.25
H 0.39 0.25 1.47 0.20
H 1.25 -2.43 0.97 0.41
H 2.72 -1.04 0.14 0.24
H 2.33 1.32 -1.45 0.25
O -0.05 -1.86 0.79 -0.63
O -0.45 2.08 -1.48 -0.53

Stability ranking, top and bottom: run b is the most stable and run c is the least stable.

Run a
16
Properties=species:S:1:pos:R:3:nbo_charge:R:1 method="wB97M-V/def2-TZVPD" smiles="C[C@]1(O)[C@@H]2C=CO[C@@H]21" orbital_gap_ha=0.327
C 1.10 -0.31 -1.25 -0.66
C -0.30 -0.50 -0.68 0.26
O -1.36 -1.07 -1.52 -0.75
C -1.02 0.39 0.32 -0.32
C -0.24 1.37 1.12 -0.30
C 0.85 0.68 1.66 0.11
O 0.75 -0.66 1.42 -0.48
C -0.45 -0.91 0.84 0.06
H 1.81 -0.07 -0.36 0.24
H 1.44 -1.36 -1.65 0.24
H 0.95 0.55 -1.98 0.22
H -1.73 -0.53 -2.32 0.48
H -2.08 0.48 -0.02 0.25
H -0.38 2.35 0.99 0.21
H 1.74 1.21 2.06 0.22
H -1.08 -1.61 1.40 0.22

Run b
16
Properties=species:S:1:pos:R:3:nbo_charge:R:1 method="wB97M-V/def2-TZVPD" smiles="C=C1CO[C@@H]2C[C@@]12O" orbital_gap_ha=0.348
C -0.96 -1.61 1.26 -0.40
C -0.25 -0.68 0.58 -0.02
C 0.89 -1.15 -0.31 -0.13
O 1.27 0.03 -1.12 -0.52
C -0.08 0.62 -1.16 0.03
C -0.60 1.90 -0.45 -0.40
C -0.22 0.80 0.44 0.14
O 0.99 1.25 1.05 -0.71
H -0.62 -2.62 1.15 0.20
H -1.91 -1.35 1.76 0.22
H 1.81 -1.54 0.19 0.21
H 0.61 -1.95 -1.06 0.19
H -0.91 -0.04 -1.52 0.21
H -1.57 2.14 -0.72 0.23
H -0.11 2.86 -0.27 0.26
H 1.65 1.34 0.18 0.48

Stability ranking, top and bottom: run a is the most stable and run b is the least stable.

Run a
15
Properties=species:S:1:pos:R:3:nbo_charge:R:1 method="wB97M-V/def2-TZVPD" orbital_gap_ha="0.251 / 0.294"
C 0.85 -0.93 -1.68 -1.09
C -0.15 1.78 -0.21 -1.12
C 0.54 -0.59 1.66 -1.08
N -2.79 -0.98 0.30 0.11
O -3.29 0.00 0.81 -0.27
Si -0.05 -0.10 -0.12 1.33
H 0.46 -2.02 -1.80 0.24
H 0.66 -0.36 -2.50 0.22
H 1.93 -1.16 -1.47 0.24
H 0.89 2.21 -0.17 0.24
H -0.45 2.13 -1.19 0.25
H -0.67 2.00 0.62 0.23
H 1.54 -1.04 1.55 0.24
H 0.57 0.37 2.05 0.23
H -0.05 -1.32 2.15 0.25

Run b
15
Properties=species:S:1:pos:R:3:nbo_charge:R:1 method="wB97M-V/def2-TZVPD" smiles="[H]/N=[SiH]/C=C.CO" orbital_gap_ha=0.345
H 1.12 -1.14 2.95 0.36
N 0.84 -0.66 2.16 -1.29
Si -0.32 -1.58 1.39 1.50
C -0.85 -1.19 -0.34 -0.70
C -1.75 -1.81 -0.98 -0.30
H -0.87 -2.84 1.92 -0.21
H -0.46 -0.17 -0.65 0.25
H -1.91 -1.69 -2.02 0.20
H -2.33 -2.74 -0.62 0.19
C 1.71 2.55 0.00 -0.25
O 1.51 1.18 -0.49 -0.74
H 1.76 2.52 1.06 0.18
H 0.80 3.13 -0.32 0.15
H 2.54 3.09 -0.40 0.18
H 0.87 0.77 0.14 0.47

Stability ranking, top and bottom: run b is the most stable and run a is the least stable.